{"formula": "C17H56N6O11", "method": "wB97M-V/def2-TZVPD", "elements": ["N", "C", "N", "O", "H", "H", "H", "H", "N", "C", "N", "O", "H", "H", "H", "H", "N", "C", "N", "O", "H", "H", "H", "H", "C", "C", "C", "O", "H", "H", "H", "H", "H", "H", "H", "H", "C", "C", "C", "O", "H", "H", "H", "H", "H", "H", "H", "H", "C", "C", "C", "O", "H", "H", "H", "H", "H", "H", "H", "H", "C", "O", "H", "H", "H", "H", "C", "O", "H", "H", "H", "H", "C", "O", "H", "H", "H", "H", "C", "O", "H", "H", "H", "H", "C", "O", "H", "H", "H", "H"], "positions_angstrom": [[-3.9589, 1.1611, 1.3842], [-4.5082, 2.3910, 1.5863], [-4.7346, 3.0694, 0.4105], [-4.6895, 2.8847, 2.6819], [-3.5657, 0.5657, 2.0871], [-3.8739, 0.8373, 0.4359], [-4.2602, 2.8096, -0.4365], [-5.0016, 4.0355, 0.4503], [-1.3747, -0.3487, -0.1454], [-0.3986, 0.3057, -0.8269], [0.8143, 0.2364, -0.2131], [-0.5480, 0.8135, -1.9344], [-2.2380, -0.1582, -0.6403], [-1.2870, -0.6598, 0.8123], [0.8333, -0.2028, 0.6883], [1.5379, 0.7995, -0.6271], [-2.2103, -5.6459, -1.4516], [-2.4046, -4.5264, -0.6829], [-1.3784, -3.6418, -0.7294], [-3.3974, -4.3811, 0.0130], [-1.5140, -5.6587, -2.1720], [-2.8189, -6.4249, -1.2943], [-0.5700, -3.7831, -1.3103], [-1.3410, -2.8328, -0.1418], [2.2194, -3.0342, 5.0379], [1.8226, -1.5830, 4.8615], [2.2293, -1.0088, 3.5133], [0.3932, -1.4092, 4.9975], [1.5621, -3.7424, 4.5262], [2.3127, -3.3001, 6.0899], [3.1765, -3.2689, 4.5593], [2.2963, -0.9976, 5.6548], [3.3241, -1.0149, 3.5113], [1.9795, 0.0502, 3.4520], [1.8451, -1.6004, 2.6859], [0.1614, -1.4135, 5.9305], [1.4602, 2.6982, 1.7788], [1.9011, 3.6295, 2.8880], [2.9343, 4.6555, 2.3896], [0.7250, 4.2802, 3.4284], [0.9105, 1.8421, 2.1839], [2.3344, 2.2527, 1.2977], [0.7817, 3.1810, 1.0782], [2.3772, 3.0658, 3.6981], [2.7484, 4.8483, 1.3298], [3.9384, 4.3071, 2.6042], [2.7208, 5.6322, 2.8293], [0.7746, 4.1077, 4.3717], [1.1795, -2.2987, -2.8019], [0.4520, -3.5204, -3.3294], [0.8772, -3.8665, -4.7492], [0.7994, -4.6480, -2.5146], [2.2587, -2.4462, -2.8705], [1.0484, -2.0333, -1.7464], [0.7957, -1.4014, -3.2916], [-0.6205, -3.2919, -3.3649], [0.4166, -4.8137, -5.0659], [1.9391, -4.1329, -4.7945], [0.6421, -3.1321, -5.5163], [0.8612, -5.4388, -3.0565], [-4.7078, -1.3828, -1.1375], [-4.1449, -0.1775, -1.6672], [-4.1054, -2.2587, -1.3933], [-4.6086, -1.3208, -0.0502], [-5.7478, -1.5575, -1.4015], [-4.6664, 0.0807, -2.4313], [-1.7678, -2.1706, 2.8976], [-1.0535, -0.9577, 2.6433], [-2.1422, -2.5584, 1.9478], [-1.1281, -2.9246, 3.3505], [-2.6394, -1.9613, 3.5205], [-0.4269, -0.8101, 3.3725], [1.4327, 4.0627, -1.9652], [1.5402, 2.6501, -1.9127], [2.3285, 4.4950, -2.4209], [0.6170, 4.4160, -2.5953], [1.4074, 4.4613, -0.9480], [0.6995, 2.2318, -2.1558], [4.9194, 3.6255, -1.4383], [4.1172, 2.9023, -0.5419], [4.5012, 3.7544, -2.4425], [5.0789, 4.6595, -1.1105], [5.8731, 3.1028, -1.5246], [3.2651, 2.6357, -0.9091], [-0.3589, 2.2171, -5.1294], [-1.4707, 1.4698, -4.6466], [0.5086, 1.5560, -5.2250], [-0.6965, 2.6902, -6.0472], [-0.0187, 3.0150, -4.4576], [-1.2952, 1.2546, -3.7205]], "forces_ev_per_angstrom": [[-0.090, -0.593, -0.874], [1.011, 0.497, 0.444], [-0.366, 0.079, -0.545], [-0.393, -0.102, 0.051], [-0.145, 0.404, 0.452], [-0.043, -0.056, -0.029], [0.020, -0.202, 0.077], [-0.027, -0.014, 0.392], [-0.581, 0.618, -1.758], [1.041, -1.180, 1.219], [-0.456, 0.092, -0.663], [-0.329, 0.581, -0.407], [-0.437, -0.587, 0.570], [-0.077, 0.445, 0.197], [0.537, 0.287, 0.162], [0.283, -0.071, 0.447], [-0.057, 0.180, -0.063], [0.095, -0.258, 0.315], [0.435, 0.397, -0.256], [-0.016, 0.087, 0.188], [0.137, -0.192, 0.108], [-0.149, 0.042, -0.215], [-0.045, -0.422, 0.224], [-0.493, 0.143, 0.012], [0.439, -0.661, -0.386], [-0.337, 0.148, -0.079], [0.737, 0.117, 0.791], [0.293, -0.004, -0.046], [-0.440, 0.303, 0.220], [-0.176, -0.118, 0.001], [0.173, 0.425, 0.252], [0.097, 0.086, -0.103], [-0.070, -0.221, -0.345], [-0.413, -0.067, -0.198], [-0.067, 0.080, -0.110], [-0.073, -0.037, -0.028], [0.066, -0.890, 0.564], [-0.032, 0.466, -0.067], [-1.226, 0.348, -0.170], [0.585, -0.358, 0.011], [-0.163, 0.176, 0.138], [-0.022, 0.345, -0.290], [0.255, 0.195, -0.161], [-0.109, -0.166, -0.068], [0.504, -0.322, -0.125], [0.181, 0.184, -0.300], [0.314, -0.182, 0.494], [-0.345, 0.260, 0.042], [0.060, 0.334, 0.553], [0.699, 0.237, -0.926], [0.263, -0.795, -0.387], [-0.466, 0.196, 0.517], [-0.001, 0.237, -0.507], [-0.475, -0.636, 0.067], [0.438, -0.054, -0.420], [-0.085, -0.423, 0.403], [-0.414, 0.233, 0.072], [0.098, 0.554, 0.144], [0.016, 0.194, 0.182], [-0.034, 0.022, -0.095], [0.738, -0.389, 0.748], [-0.357, -0.068, -0.009], [-0.106, 0.097, -0.368], [-0.355, 0.034, -0.018], [-0.033, 0.209, -0.072], [0.212, 0.110, -0.080], [-0.160, 0.236, -0.192], [0.210, -0.121, -0.150], [0.032, 0.000, 0.007], [-0.034, -0.011, 0.110], [0.073, -0.158, 0.178], [-0.364, -0.129, 0.025], [0.570, 0.355, -0.003], [0.219, 0.127, -0.265], [0.100, -0.263, -0.019], [-0.318, -0.135, 0.313], [-0.431, 0.139, -0.085], [-0.074, -0.233, 0.142], [0.077, 0.282, -0.516], [-0.281, -0.166, 0.524], [-0.143, -0.462, 0.033], [0.120, -0.181, 0.385], [0.110, 0.223, -0.089], [0.101, 0.229, -0.383], [-0.152, -0.289, 0.518], [0.154, 0.396, 0.216], [-0.008, 0.108, -0.579], [0.389, -0.176, -0.249], [-0.349, 0.045, 0.139], [-0.063, -0.188, 0.050]], "gap_ev": 9.74, "relative_energy_kcal_mol": 0.0, "smiles": "NC(N)=O.NC(N)=O.NC(N)=O.CC(C)O.CC(C)O.CC(C)O.CO.CO.CO.CO.CO", "charge": 0}